Entry from OMol25: a molecular structure, C31H34ClN2O5PS2SeTl (ωB97M-V/def2-TZVPD).

Cartesian coordinates (Å):
Tl  0.442  0.199  -0.205
C  -3.929  -1.343  1.295
C  -3.614  -2.466  2.044
C  -2.288  -2.837  2.175
C  -1.296  -2.089  1.536
N  -1.620  -1.009  0.823
C  -2.884  -0.643  0.710
C  0.135  -2.424  1.651
C  0.581  -3.631  2.201
C  1.932  -3.873  2.366
C  2.870  -2.923  2.002
C  2.451  -1.735  1.423
C  1.104  -1.521  1.227
H  -4.950  -1.016  1.172
H  -4.391  -3.045  2.523
H  -2.034  -3.697  2.772
H  -3.066  0.251  0.127
H  -0.125  -4.400  2.478
H  2.258  -4.811  2.792
H  3.924  -3.104  2.144
H  3.175  -0.987  1.131
Se  2.309  2.557  0.108
C  3.837  2.767  -1.044
C  3.828  3.669  -2.107
C  4.994  3.839  -2.833
N  6.122  3.198  -2.577
C  6.124  2.334  -1.577
C  5.020  2.081  -0.781
H  2.937  4.229  -2.349
H  5.040  4.542  -3.656
H  7.066  1.827  -1.402
H  5.083  1.395  0.048
C  5.065  -3.726  -4.096
C  4.604  -2.304  -3.998
C  5.292  -1.275  -4.611
C  4.872  0.038  -4.466
Cl  5.781  1.319  -5.192
C  3.744  0.337  -3.730
C  3.041  -0.687  -3.119
C  3.455  -2.009  -3.238
O  2.838  -3.071  -2.666
C  1.695  -2.844  -1.866
C  0.443  -2.284  -2.639
O  0.121  -2.835  -3.677
O  -0.158  -1.320  -2.085
H  5.940  -3.815  -4.737
H  4.262  -4.349  -4.483
H  5.313  -4.099  -3.101
H  6.166  -1.486  -5.208
H  3.421  1.362  -3.634
H  2.153  -0.440  -2.558
H  1.938  -2.171  -1.033
H  1.439  -3.832  -1.465
C  -1.948  2.199  6.580
C  -2.159  2.207  5.068
C  -2.342  0.798  4.518
O  -1.111  2.918  4.432
P  0.346  2.311  4.029
S  1.265  1.432  5.542
S  0.156  1.123  2.423
O  1.040  3.639  3.480
C  1.168  4.922  4.086
C  1.372  4.838  5.590
C  -0.034  5.790  3.730
H  -2.801  1.733  7.069
H  -1.844  3.220  6.944
H  -1.041  1.649  6.823
H  -3.056  2.802  4.830
H  -1.453  0.201  4.716
H  -2.494  0.834  3.442
H  -3.205  0.326  4.985
H  2.068  5.344  3.614
H  0.497  4.387  6.054
H  1.522  5.836  5.999
H  2.237  4.220  5.817
H  -0.937  5.367  4.164
H  -0.150  5.828  2.650
H  0.112  6.800  4.109

Summary:
Molar mass = 928.53 g mol⁻¹
Frontier orbital gap (alpha / beta) = 0.18883 / 0.18919 Eh
HOMO (alpha / beta) = -5.1 / -5.1 eV
2S+1 = 1
Net charge = -1
ΔE to the lowest compared entry with this formula, charge and spin = 287.6 kJ/mol

Löwdin atomic charge list, values in e, 6 entries: number 1, Tl, carries 0.794; number 2, C, carries -0.057; number 3, C, carries -0.059; number 4, C, carries 0.002; number 5, C, carries -0.220; number 6, N, carries 0.033

***

Entry from OMol25: a molecular structure, H6NaO7S (ωB97M-V/def2-TZVPD).

Cartesian coordinates (Å):
Na  -0.254  0.201  -0.363
S  0.988  2.750  0.438
O  1.802  1.623  -0.158
O  -0.440  2.514  -0.016
O  1.025  2.661  1.913
O  1.460  4.056  -0.051
O  1.704  -1.306  -0.182
H  1.716  -2.209  -0.508
H  2.365  -1.250  0.514
O  -0.899  -1.865  1.418
H  -0.338  -2.599  1.156
H  -1.758  -2.035  1.023
O  -2.319  -0.524  -1.561
H  -1.937  -1.007  -2.299
H  -3.113  -1.009  -1.323

Summary:
Molar mass = 173.10 g mol⁻¹
Frontier orbital gap = 0.14770 Eh
HOMO = -2.9 eV
2S+1 = 1
Net charge = -1
ΔE to the lowest compared entry with this formula, charge and spin = 61.5 kJ/mol

natural (NBO) atomic charge list, values in e, 6 entries: number 1, Na, carries 0.939; number 2, S, carries 2.552; number 3, O, carries -1.165; number 4, O, carries -1.178; number 5, O, carries -1.095; number 6, O, carries -1.074

***

Entry from OMol25: 2 unconnected molecules or ions with the total composition C4H12N3 (ωB97M-V/def2-TZVPD).

Cartesian coordinates (Å):
C  0.436  -2.405  0.656
C  1.623  -2.194  1.344
N  -0.522  -1.337  0.461
H  0.136  -3.287  0.174
H  2.296  -2.968  1.498
H  1.851  -1.193  1.728
H  -0.420  -0.598  1.214
H  -0.293  -0.738  -0.510
H  -1.477  -1.659  0.491
C  -0.817  1.772  -0.082
C  0.058  1.400  -1.085
N  -0.030  0.071  -1.705
N  -0.670  3.001  0.623
H  -1.568  1.146  0.401
H  0.879  2.082  -1.429
H  0.831  -0.123  -2.168
H  -0.729  0.001  -2.427
H  -1.618  3.434  0.714
H  0.031  3.594  0.101

Summary:
Molar mass = 102.16 g mol⁻¹
Frontier orbital gap = 0.34493 Eh
HOMO = -12.3 eV
2S+1 = 1
Net charge = +1
ΔE to the lowest compared entry with this formula, charge and spin = 269.8 kJ/mol

natural (NBO) atomic charge list, values in e, 6 entries: number 1, C, carries -0.057; number 2, C, carries -0.341; number 3, N, carries -0.767; number 4, H, carries 0.220; number 5, H, carries 0.233; number 6, H, carries 0.211

***

Entry from OMol25: a molecular structure, C7H11O5PSr (ωB97M-V/def2-TZVPD).

Cartesian coordinates (Å):
Sr  1.880  0.316  -0.541
O  1.804  -2.376  -2.653
C  2.001  -1.444  -1.989
C  2.187  2.149  0.781
O  2.100  3.035  1.524
C  1.430  1.700  -2.299
O  0.936  2.359  -3.126
C  2.855  -0.976  1.064
O  3.083  -1.683  1.966
H  3.952  0.314  -1.420
H  3.991  1.026  -0.871
C  -3.002  0.488  1.023
P  -1.434  0.146  0.457
C  -0.984  -0.948  1.864
C  -1.950  -0.502  -1.204
O  0.067  0.113  0.014
H  -3.398  1.451  0.637
H  -3.031  0.451  2.146
H  -3.645  -0.380  0.628
H  -1.922  -1.446  2.160
H  -0.176  -1.662  1.568
H  -0.583  -0.300  2.712
H  -1.099  -0.670  -1.867
H  -2.457  -1.424  -0.958
H  -2.606  0.262  -1.617

Summary:
Molar mass = 293.75 g mol⁻¹
Frontier orbital gap = 0.32080 Eh
HOMO = -17.8 eV
2S+1 = 1
Net charge = +2

Löwdin atomic charge list, values in e, 6 entries: number 1, Sr, carries 1.016; number 2, O, carries 0.191; number 3, C, carries -0.041; number 4, C, carries -0.045; number 5, O, carries 0.190; number 6, C, carries -0.033